{
  "formula": "C3H3N3O",
  "method": "the ωB97M-V functional and the def2-TZVPD basis",
  "e_tot_ev": -9672.5642,
  "largest_force_ev_per_a": 1.9,
  "gap_ev": 8.79,
  "lumo_ha": 0.0213,
  "de_lowest_kcal_mol": 112.8,
  "homo_energy_ha": -0.3017,
  "species": ["N", "C", "N", "N", "O", "C", "C", "H", "H", "H"],
  "xyz": [[2.2361, -0.2131, 0.7218], [1.2033, -0.3539, 0.0717], [-0.7684, 0.8473, -0.9310], [-0.6141, 1.5105, -1.9149], [-1.6822, -0.8948, 2.2113], [-1.6907, -0.1593, 1.3515], [0.0463, -0.4559, -0.5385], [3.0339, 0.1184, 0.1784], [-1.4797, 1.0007, -0.1873], [-0.2843, -1.3999, -0.9631]]
}

---

{
  "formula": "C31H58BrCdN4OP3",
  "method": "the ωB97M-V functional and the def2-TZVPD basis",
  "e_tot_ev": -143553.2958,
  "largest_force_ev_per_a": 3.9,
  "charge": 2,
  "gap_ev": [5.02, 5.01],
  "lumo_ha": [-0.2775, -0.2776],
  "de_lowest_kcal_mol": 0.0,
  "homo_energy_ha": [-0.4618, -0.4618],
  "species": ["N", "C", "C", "C", "C", "C", "C", "Cd", "P", "C", "C", "C", "C", "C", "C", "C", "Br", "H", "H", "H", "H", "H", "H", "H", "H", "H", "H", "P", "C", "C", "H", "H", "H", "H", "H", "C", "C", "H", "H", "H", "H", "H", "C", "C", "H", "H", "H", "H", "H", "C", "C", "H", "H", "H", "H", "H", "C", "C", "H", "H", "H", "H", "H", "C", "C", "H", "H", "H", "H", "H", "C", "N", "C", "P", "O", "N", "C", "C", "N", "C", "C", "H", "H", "H", "H", "H", "H", "H", "H", "H", "H", "H", "H", "H", "H", "H", "H", "H", "H"],
  "xyz": [[3.5176, -2.8860, -7.6165], [3.2050, -3.6613, -6.5753], [2.5100, -3.1652, -5.4491], [2.1071, -1.7809, -5.3723], [2.4911, -1.0017, -6.4996], [3.1612, -1.5986, -7.5847], [1.5482, -1.2258, -4.1197], [0.0690, 1.1258, -2.4949], [-2.8524, 2.2980, -0.8498], [0.3144, -0.5639, -3.8384], [-0.4510, -1.1574, -2.6655], [-1.8849, -1.2050, -2.6096], [-2.5476, -1.7093, -1.4843], [-1.7939, -1.9956, -0.2968], [-0.3788, -2.0618, -0.3967], [0.2600, -1.7169, -1.5830], [-2.4194, -1.1173, 1.2513], [2.1988, -1.4795, -3.2608], [-0.2869, -0.2982, -4.7229], [2.3134, -3.8740, -4.6437], [2.3386, 0.0768, -6.4985], [3.5079, -4.7195, -6.6460], [3.4185, -1.0242, -8.4792], [-2.4249, -0.7593, -3.4338], [1.3377, -1.7740, -1.6105], [-3.6423, -1.7428, -1.4403], [0.2641, -2.3169, 0.4441], [1.4846, 2.6211, -1.0108], [-4.5107, 1.4223, -0.5843], [-5.8052, 2.1672, -0.2504], [-4.3217, 0.5966, 0.1164], [-4.6333, 0.9404, -1.5617], [-6.6549, 1.4832, -0.1164], [-5.7228, 2.7109, 0.6969], [-6.1293, 2.8689, -1.0304], [-3.5599, 3.9191, -1.4481], [-4.3465, 4.8650, -0.5488], [-4.1256, 3.6425, -2.3509], [-2.6670, 4.4573, -1.7840], [-4.7367, 5.6963, -1.1520], [-5.2409, 4.4556, -0.0715], [-3.7047, 5.2828, 0.2364], [-2.3019, 2.6802, 0.8953], [-3.3012, 2.8198, 2.0357], [-1.6622, 3.5765, 0.8442], [-1.6563, 1.8134, 1.1268], [-2.8279, 3.3135, 2.9016], [-4.1772, 3.4245, 1.7796], [-3.6531, 1.8352, 2.3750], [1.0656, 2.6312, 0.8065], [2.0490, 3.4092, 1.6887], [0.9658, 1.5801, 1.1231], [0.0568, 3.0562, 0.8959], [2.8765, 2.7703, 2.0257], [2.4702, 4.2874, 1.1800], [1.5269, 3.7754, 2.5839], [1.3142, 4.4214, -1.3764], [1.0931, 4.8268, -2.8285], [2.1872, 4.9293, -0.9470], [0.4227, 4.7383, -0.8133], [1.9627, 4.6837, -3.4732], [0.2570, 4.2846, -3.2860], [0.8236, 5.8891, -2.8433], [3.2295, 2.0319, -0.8429], [3.3313, 0.6267, -0.2523], [3.8042, 2.7675, -0.2506], [3.6353, 2.0355, -1.8650], [3.5707, -0.0750, -1.0488], [4.1471, 0.5721, 0.4685], [2.4315, 0.2625, 0.2481], [1.1516, -0.4288, 4.8842], [0.8194, -1.8415, 4.7034], [1.2422, -2.6653, 5.8266], [0.8690, -2.4756, 3.1341], [1.0681, -1.3578, 2.1752], [2.0686, -3.6135, 3.0003], [1.9076, -5.0353, 3.2419], [3.3438, -3.2401, 2.3966], [-0.5074, -3.4225, 3.1207], [-1.6512, -3.0822, 3.9592], [-0.8603, -4.3400, 2.0424], [2.2308, -0.2362, 4.7701], [0.8542, -0.1511, 5.9031], [0.5929, 0.1836, 4.1710], [1.1643, -2.0398, 6.7234], [0.5938, -3.5371, 5.9467], [2.2840, -3.0007, 5.7199], [1.8071, -5.5718, 2.2898], [2.8080, -5.4015, 3.7450], [1.0376, -5.2526, 3.8687], [3.1828, -2.7788, 1.4071], [3.9112, -2.5331, 3.0252], [3.9387, -4.1567, 2.2769], [-2.4126, -2.5340, 3.3963], [-2.0936, -4.0078, 4.3430], [-1.3320, -2.4520, 4.7952], [-1.5950, -3.9091, 1.3562], [0.0230, -4.6408, 1.4672], [-1.2937, -5.2393, 2.4952]]
}

---

{
  "formula": "C41H94N8O",
  "method": "the ωB97M-V functional and the def2-TZVPD basis",
  "e_tot_ev": -58007.0751,
  "largest_force_ev_per_a": 1.3,
  "gap_ev": 8.63,
  "lumo_ha": 0.0179,
  "homo_energy_ha": -0.2994,
  "smiles": "CCOC[C@H](C#N)[C@@H](C#N)CCCCN.CCN(CC)CC.CCN(CC)CC.CCN(CC)CC.CCN(CC)CC.CCN(CC)CC",
  "species": ["C", "C", "O", "C", "C", "C", "N", "C", "C", "N", "C", "C", "C", "C", "N", "H", "H", "H", "H", "H", "H", "H", "H", "H", "H", "H", "H", "H", "H", "H", "H", "H", "H", "H", "C", "C", "N", "C", "C", "C", "C", "H", "H", "H", "H", "H", "H", "H", "H", "H", "H", "H", "H", "H", "H", "H", "C", "C", "N", "C", "C", "C", "C", "H", "H", "H", "H", "H", "H", "H", "H", "H", "H", "H", "H", "H", "H", "H", "C", "C", "N", "C", "C", "C", "C", "H", "H", "H", "H", "H", "H", "H", "H", "H", "H", "H", "H", "H", "H", "H", "C", "C", "N", "C", "C", "C", "C", "H", "H", "H", "H", "H", "H", "H", "H", "H", "H", "H", "H", "H", "H", "H", "C", "C", "N", "C", "C", "C", "C", "H", "H", "H", "H", "H", "H", "H", "H", "H", "H", "H", "H", "H", "H", "H"],
  "xyz": [[4.4233, 4.1541, 7.8307], [4.6093, 4.7387, 6.4052], [5.7897, 4.3000, 5.7574], [5.7656, 2.9420, 5.4115], [5.1845, 2.6514, 3.9931], [4.5448, 3.8263, 3.3750], [4.1363, 4.7172, 2.7828], [4.1404, 1.4965, 3.9637], [4.6567, 0.2822, 4.6315], [4.9285, -0.5473, 5.3811], [2.7626, 1.9492, 4.5038], [1.9212, 0.8104, 5.1415], [0.4599, 1.2686, 5.3863], [0.2666, 2.7709, 5.6059], [-1.1314, 3.0640, 6.0216], [3.5578, 3.4840, 7.8446], [5.2851, 3.5079, 8.0236], [4.3461, 4.9277, 8.5891], [4.7194, 5.8211, 6.5141], [3.7135, 4.6098, 5.7844], [5.2467, 2.3011, 6.1359], [6.8060, 2.6081, 5.4027], [6.0045, 2.3365, 3.3430], [4.0131, 1.2340, 2.9060], [2.9633, 2.6648, 5.3071], [2.2101, 2.4289, 3.6978], [1.9649, -0.0493, 4.4704], [2.3848, 0.5863, 6.1048], [0.0208, 0.7781, 6.2591], [-0.1455, 0.9648, 4.5244], [0.9178, 3.1659, 6.3942], [0.4552, 3.3445, 4.6939], [-1.5813, 3.6279, 5.3120], [-1.1333, 3.6357, 6.8560], [4.5268, 2.5908, -0.7102], [3.9339, 1.1937, -0.8233], [2.5076, 1.1494, -0.5570], [1.9942, -0.2030, -0.4027], [2.0436, -1.1382, -1.6155], [1.6853, 2.0476, -1.3487], [1.7273, 1.9066, -2.8750], [4.3187, 3.0284, 0.2683], [5.6105, 2.5404, -0.8306], [4.1475, 3.2654, -1.4782], [4.4345, 0.5587, -0.0857], [4.1876, 0.7822, -1.8120], [0.9633, -0.1479, -0.0410], [2.5559, -0.6767, 0.4102], [1.2742, -0.8941, -2.3469], [1.8569, -2.1647, -1.2903], [3.0138, -1.1255, -2.1134], [1.9620, 3.0745, -1.0944], [0.6465, 1.9582, -1.0165], [2.7401, 1.7736, -3.2580], [1.3210, 2.8088, -3.3385], [1.1173, 1.0724, -3.2190], [-5.9035, 2.8705, -2.2909], [-4.9393, 2.8767, -1.1138], [-3.7690, 2.0426, -1.3139], [-2.9930, 1.8440, -0.1001], [-2.3228, 3.0719, 0.5282], [-2.9961, 2.3126, -2.5150], [-2.4222, 3.7237, -2.6942], [-6.2202, 1.8546, -2.5322], [-6.7938, 3.4498, -2.0381], [-5.4671, 3.3207, -3.1836], [-5.4835, 2.4992, -0.2430], [-4.6680, 3.9194, -0.8872], [-2.2314, 1.0820, -0.2904], [-3.6578, 1.4005, 0.6483], [-1.4420, 3.3824, -0.0329], [-1.9849, 2.8284, 1.5386], [-3.0013, 3.9219, 0.6077], [-3.6236, 2.0869, -3.3815], [-2.1800, 1.5871, -2.5765], [-3.1399, 4.5027, -2.4332], [-2.1413, 3.8782, -3.7386], [-1.5218, 3.8707, -2.0990], [2.6923, -4.8522, 1.2827], [1.9788, -6.1671, 1.0042], [1.1826, -6.1591, -0.2107], [0.3015, -7.3108, -0.3244], [0.9402, -8.6982, -0.4574], [1.8830, -5.7851, -1.4285], [3.1007, -6.6221, -1.8391], [1.9861, -4.0207, 1.3233], [3.1993, -4.9088, 2.2472], [3.4511, -4.6275, 0.5313], [1.3094, -6.3623, 1.8463], [2.7244, -6.9765, 1.0021], [-0.3759, -7.1510, -1.1679], [-0.3425, -7.3190, 0.5609], [1.3454, -8.8659, -1.4546], [0.1814, -9.4661, -0.2912], [1.7344, -8.8614, 0.2716], [2.2082, -4.7448, -1.3348], [1.1694, -5.7693, -2.2567], [3.7526, -6.8536, -0.9955], [3.6978, -6.0672, -2.5679], [2.8086, -7.5563, -2.3170], [-10.4644, 6.5934, -0.5099], [-9.5808, 5.4623, -0.0046], [-8.7358, 5.8428, 1.1128], [-7.7126, 4.8567, 1.4198], [-8.1683, 3.4784, 1.9131], [-9.4214, 6.4165, 2.2584], [-10.5069, 5.5761, 2.9428], [-9.8670, 7.4650, -0.7820], [-11.0067, 6.2660, -1.3984], [-11.2069, 6.8975, 0.2290], [-8.9325, 5.1539, -0.8297], [-10.2190, 4.5975, 0.2327], [-7.0195, 5.2819, 2.1510], [-7.1151, 4.7091, 0.5133], [-8.5005, 3.5068, 2.9499], [-7.3292, 2.7796, 1.8694], [-8.9707, 3.0631, 1.3026], [-9.8727, 7.3617, 1.9448], [-8.6744, 6.7066, 3.0019], [-11.1631, 5.0812, 2.2254], [-11.1326, 6.2212, 3.5640], [-10.0827, 4.8189, 3.6004], [1.6614, -8.2378, -6.6137], [2.7003, -7.3570, -5.9351], [4.0315, -7.4808, -6.5019], [5.0610, -6.8399, -5.6979], [4.9956, -5.3164, -5.5367], [4.1296, -7.2622, -7.9353], [3.6589, -5.9125, -8.4919], [1.9652, -9.2856, -6.5963], [0.7097, -8.1542, -6.0863], [1.4846, -7.9438, -7.6492], [2.7432, -7.6530, -4.8833], [2.3424, -6.3159, -5.9527], [6.0421, -7.1105, -6.0975], [5.0295, -7.2838, -4.6972], [5.3222, -4.7973, -6.4366], [5.6664, -5.0058, -4.7319], [3.9943, -4.9685, -5.2794], [3.5634, -8.0512, -8.4378], [5.1643, -7.4331, -8.2437], [2.7168, -5.5862, -8.0489], [3.4995, -5.9959, -9.5694], [4.3995, -5.1285, -8.3417]]
}

---

Repeat the first record exactly.
{
  "formula": "C3H3N3O",
  "method": "the ωB97M-V functional and the def2-TZVPD basis",
  "e_tot_ev": -9672.5642,
  "largest_force_ev_per_a": 1.9,
  "gap_ev": 8.79,
  "lumo_ha": 0.0213,
  "de_lowest_kcal_mol": 112.8,
  "homo_energy_ha": -0.3017,
  "species": ["N", "C", "N", "N", "O", "C", "C", "H", "H", "H"],
  "xyz": [[2.2361, -0.2131, 0.7218], [1.2033, -0.3539, 0.0717], [-0.7684, 0.8473, -0.9310], [-0.6141, 1.5105, -1.9149], [-1.6822, -0.8948, 2.2113], [-1.6907, -0.1593, 1.3515], [0.0463, -0.4559, -0.5385], [3.0339, 0.1184, 0.1784], [-1.4797, 1.0007, -0.1873], [-0.2843, -1.3999, -0.9631]]
}